Entry 1:
Formula: C39H53N5O7SSbV
Source: the OMol25 dataset
Level of theory: ωB97M-V with the def2-TZVPD basis set

Orbital gap (spin up / spin down) ... 0.1805 / 0.1936 Ha
Spin multiplicity ... 2
Energy relative to the best compared isomer or geometry (same formula, charge and spin) ... 0.000 eV
Total charge ... +1

XYZ file:
```
107
Properties=species:S:1:pos:R:3:lowdin_charge:R:1
V -0.97051 0.21602 0.82096 0.89
C -1.67862 3.60199 -0.44188 -0.04
C -1.97817 3.74546 1.02614 -0.23
C -1.93955 5.01982 1.58473 -0.04
C -2.24387 5.22041 2.91833 -0.05
C -2.59095 4.13899 3.71178 -0.03
C -2.63220 2.84611 3.20047 -0.19
C -2.96932 1.71381 4.12848 -0.01
C -2.32261 2.66831 1.84711 -0.20
N -2.28466 1.35164 1.25344 -0.02
C -3.50051 0.64034 0.79170 -0.43
C -4.54854 1.57893 0.24493 0.05
C -3.02216 -0.49093 -0.19740 -0.40
C -4.09184 -0.98093 -1.13531 0.05
N -1.72025 -0.17965 -0.81893 -0.01
C -1.41054 -0.90768 -2.03124 -0.20
C -1.68627 -0.25041 -3.23191 -0.21
C -2.18440 1.16831 -3.30878 -0.03
C -1.52889 -0.95248 -4.42593 -0.04
C -1.13360 -2.27501 -4.42541 -0.07
C -0.84506 -2.90266 -3.22364 -0.06
C -0.96033 -2.23705 -2.00886 -0.22
C -0.63586 -2.99595 -0.75100 -0.03
H -0.80308 4.19308 -0.71530 0.09
H -2.51330 3.97643 -1.03894 0.10
H -1.49535 2.57216 -0.74411 0.03
H -1.66802 5.85799 0.95557 0.12
H -2.20667 6.21414 3.34306 0.11
H -2.82975 4.29054 4.75622 0.12
H -3.03993 2.08656 5.14844 0.09
H -2.20046 0.94237 4.10414 0.07
H -3.91306 1.23396 3.87403 0.09
H -4.73199 2.38118 0.95871 0.11
H -5.47803 1.04395 0.07294 0.10
H -4.20063 2.02161 -0.68922 0.10
H -4.99365 -1.19005 -0.56108 0.11
H -3.75949 -1.90016 -1.61469 0.11
H -4.31049 -0.24346 -1.90625 0.10
H -2.22451 1.65091 -2.33668 0.03
H -3.18569 1.19980 -3.74253 0.09
H -1.53874 1.76265 -3.95659 0.09
H -1.74350 -0.44768 -5.35937 0.12
H -1.03530 -2.81509 -5.35713 0.12
H -0.52119 -3.93599 -3.22079 0.12
H -0.05445 -3.88200 -1.00281 0.08
H -1.53283 -3.32660 -0.23266 0.09
H -0.03989 -2.41245 -0.04326 0.06
C 4.57002 -2.04512 -3.30358 -0.10
C 3.11746 -1.97362 -2.82741 -0.68
C 2.23319 -1.66073 -4.02933 -0.12
C 2.71764 -3.32192 -2.23060 -0.12
Sb 2.67751 -0.48071 -1.27018 1.64
C 4.21232 -0.77178 0.27382 -0.71
C 3.58804 -1.83544 1.18161 -0.14
C 4.41219 0.51673 1.05959 -0.13
C 5.57108 -1.24282 -0.23328 -0.11
C 2.93758 1.43455 -2.33952 -0.70
C 3.00212 2.59324 -1.34814 -0.14
C 4.17703 1.47841 -3.22939 -0.11
C 1.66093 1.62194 -3.16171 -0.13
H 4.60369 -2.69207 -4.18705 0.09
H 5.23334 -2.48515 -2.56728 0.06
H 4.97865 -1.08223 -3.59769 0.06
H 2.26461 -2.51571 -4.71391 0.10
H 2.59255 -0.79714 -4.58580 0.07
H 1.19125 -1.49385 -3.75784 0.04
H 2.87559 -4.10841 -2.97625 0.10
H 1.66520 -3.34251 -1.94580 0.04
H 3.31533 -3.58162 -1.35691 0.07
H 2.68238 -1.47071 1.67265 0.05
H 4.30083 -2.10612 1.96791 0.10
H 3.33820 -2.74899 0.64202 0.06
H 3.46993 0.88454 1.46028 0.01
H 4.88671 1.29293 0.46638 0.07
H 5.06735 0.31812 1.91451 0.10
H 5.52861 -2.26450 -0.60399 0.07
H 6.28338 -1.24086 0.59885 0.09
H 5.98146 -0.60092 -1.01375 0.08
H 3.83886 2.53400 -0.66175 0.06
H 2.07675 2.66567 -0.77833 0.02
H 3.10592 3.53064 -1.90523 0.09
H 5.09207 1.26122 -2.67486 0.08
H 4.28873 2.48164 -3.65489 0.09
H 4.10812 0.78597 -4.06596 0.06
H 0.77056 1.60438 -2.52519 0.06
H 1.52563 0.87187 -3.93478 0.06
H 1.69516 2.60092 -3.65373 0.10
S 1.33792 2.42081 1.89011 1.03
C 0.48270 1.48960 1.10774 -0.57
O -2.78427 -2.47146 7.70775 0.11
N -3.40439 -2.33016 6.68145 -0.35
O -4.59714 -2.46926 6.54294 0.10
C -2.63220 -1.94451 5.47773 -0.11
C -3.29364 -1.81115 4.27649 0.09
C -2.58321 -1.43928 3.14717 -0.11
C -1.19076 -1.25110 3.21738 -0.21
O -0.48423 -0.94656 2.11924 -0.18
C -0.57576 -1.38435 4.45995 -0.04
C -1.27667 -1.73757 5.59628 0.10
N 0.86577 -1.05817 4.65472 -0.32
O 1.45304 -0.51811 3.73923 0.06
O 1.34143 -1.31558 5.73147 0.12
N -3.44766 -1.36920 1.97439 0.02
O -4.11424 -0.11816 1.81684 0.01
O -2.70429 -1.55326 0.77897 -0.05
H -4.35759 -1.98953 4.20908 0.15
H -0.77407 -1.82806 6.54812 0.14
```

=====

Entry 2:
Formula: C39H54CeN2O2P2
Source: the OMol25 dataset
Level of theory: ωB97M-V with the def2-TZVPD basis set

Orbital gap (spin up / spin down) ... 0.1255 / 0.1237 Ha
Spin multiplicity ... 1
Total charge ... +2

XYZ file:
```
100
Properties=species:S:1:pos:R:3:lowdin_charge:R:1
Ce 2.08497 -2.93153 -2.13059 1.45
C 1.38852 3.30881 1.28443 -0.23
C 0.94382 3.56318 -0.04864 -0.10
C -0.91065 3.41819 1.30668 -0.08
C 0.24266 3.23569 2.11773 -0.11
C -0.47609 3.59469 -0.03274 -0.19
C 2.77093 3.15138 1.79361 -0.10
H 3.51822 3.28957 1.00515 0.06
H 2.91724 2.16101 2.25358 0.07
H 2.97418 3.89521 2.57937 0.10
C 0.24679 3.05726 3.57668 0.02
H 1.25609 2.87172 3.95072 0.09
H -0.37985 2.19580 3.84385 0.08
H -0.15854 3.93843 4.08782 0.12
C -2.30329 3.51309 1.77740 0.03
H -2.56187 4.53648 2.09243 0.13
H -2.46326 2.84952 2.63370 0.08
H -3.00956 3.21896 0.99347 0.10
C -1.37668 3.81436 -1.18435 -0.11
H -1.89009 4.78617 -1.11160 0.10
H -2.15750 3.04237 -1.23259 0.06
H -0.83583 3.79791 -2.13685 0.04
C 1.75180 3.74514 -1.27341 -0.02
H 1.49047 4.70065 -1.74726 0.12
H 1.54145 2.97290 -2.03334 0.07
H 2.82552 3.76408 -1.07649 0.08
C 3.98396 -4.25195 -2.32343 -0.26
C 4.38622 -2.93577 -1.97831 -0.27
C 5.29633 -2.14703 -2.93241 -0.13
C 4.51734 -1.86163 -4.22784 -0.13
C 3.01143 -1.72928 -4.01160 -0.18
C 2.10005 -2.72704 -4.34880 -0.27
C 2.44354 -4.19271 -4.45693 -0.15
C 3.69969 -4.74696 -3.71437 -0.15
H 6.24395 -2.67979 -3.17581 0.14
H 4.74334 -2.63204 -4.96246 0.12
H 5.62577 -1.20808 -2.45986 0.10
H 4.56969 -4.66329 -4.37059 0.14
H 4.09166 -5.06673 -1.57532 0.16
H 4.36705 -2.61120 -0.91406 0.12
H 3.55736 -5.83165 -3.63488 0.14
H 1.56484 -4.79372 -4.14020 0.14
H 1.03144 -2.49428 -4.52568 0.15
H 2.59664 -4.41967 -5.50952 0.16
H 4.89510 -0.93872 -4.68864 0.14
H 2.67949 -0.68111 -4.02324 0.12
P 2.71970 1.04007 -0.25166 0.98
P -0.70255 1.18976 -2.62669 0.94
C 1.92851 0.35901 -1.79188 -0.44
C 0.44543 -0.01945 -1.75424 -0.41
H 2.55659 -0.52938 -2.06633 0.01
H 2.12610 1.11305 -2.56961 0.06
H 0.22069 -1.01259 -2.23269 0.04
H 0.09305 -0.03455 -0.71175 0.05
C -2.27021 0.23185 -2.80728 -0.24
H -3.10668 0.94852 -2.77362 0.05
H -2.37682 -0.49505 -1.98747 0.05
H -2.27842 -0.27036 -3.78679 0.04
C -0.07981 1.06780 -4.34965 -0.27
H -0.48000 0.15283 -4.80464 0.03
H 1.01616 1.06960 -4.38170 0.02
H -0.45006 1.94201 -4.90444 0.05
C 2.96125 -0.50710 0.71396 -0.22
H 3.21366 -0.21806 1.74497 0.06
H 3.78809 -1.11400 0.30737 0.02
H 2.03417 -1.09796 0.75976 0.04
C 4.35742 1.19811 -1.09368 -0.23
H 4.25809 1.85217 -1.97019 0.05
H 4.69272 0.20376 -1.41882 0.01
H 5.10767 1.63589 -0.41767 0.06
O -0.62546 -2.18695 0.21490 -0.07
C -1.22753 -1.60543 1.13839 -0.54
N -2.38553 -2.09174 1.76246 0.14
C -2.94483 -1.14804 2.68057 -0.29
C -1.75405 -0.13676 2.71111 -0.43
O -1.72423 0.76910 3.56610 -0.01
N -0.87763 -0.40203 1.72274 0.16
C -4.17487 -0.40389 2.14742 -0.17
C -4.56782 0.75607 2.82505 -0.06
C -5.72058 1.45731 2.45173 -0.06
C -6.49987 0.98067 1.38656 -0.09
C -6.11086 -0.17537 0.70948 -0.08
C -4.94003 -0.87010 1.07370 -0.03
C -3.21929 -1.72650 4.07111 -0.14
C -4.47170 -1.66449 4.68640 -0.03
C -4.61714 -1.97162 6.03479 -0.07
C -3.53566 -2.47667 6.75620 -0.08
C -2.30808 -2.66283 6.11386 -0.07
C -2.15014 -2.29592 4.77491 -0.03
H -2.77501 -2.97657 1.47572 0.15
H -3.97690 1.10807 3.67609 0.12
H -6.00171 2.35881 2.99806 0.11
H -7.40654 1.52127 1.09833 0.11
H -6.72152 -0.56155 -0.11052 0.10
H -4.64695 -1.77371 0.53733 0.10
H -5.34325 -1.33954 4.10848 0.12
H -5.58623 -1.81245 6.51412 0.11
H -3.65268 -2.73209 7.80950 0.11
H -1.45476 -3.08735 6.65353 0.11
H -1.18823 -2.43402 4.27182 0.12
```

=====

Quick rundown of max |F|, same order as above: 2.05; 8.35 eV/A